DFT (ωB97M-V/def2-TZVPD) results for 2 unconnected molecules or ions with the total composition C4H12 at a distorted geometry.

Bonds (Å) are listed after each position.
Positions of all 16 atoms, in Å:
1 C -1.571 -1.261 -0.663  C2 1.544, H3 1.094, H4 1.082, H5 1.106
2 C -2.445 -0.069 -0.215  C1 1.544, H6 1.086, H7 1.086, H8 1.089
3 H -2.154 -2.025 -1.188  C1 1.094
4 H -0.594 -0.984 -1.037  C1 1.082
5 H -1.282 -1.927 0.172  C1 1.106
6 H -2.557 0.562 -1.091  C2 1.086
7 H -3.402 -0.422 0.155  C2 1.086
8 H -1.902 0.412 0.596  C2 1.089
9 C 2.678 0.910 0.790  C10 1.551, H11 1.086, H12 1.084, H13 1.089
10 C 1.359 0.494 0.085  C9 1.551, H14 1.094, H15 1.095, H16 1.090
11 H 2.545 1.956 1.049  C9 1.086
12 H 2.901 0.246 1.618  C9 1.084
13 H 3.473 0.891 0.047  C9 1.089
14 H 1.548 0.216 -0.957  C10 1.094
15 H 0.672 1.334 0.226  C10 1.095
16 H 0.730 -0.334 0.411  C10 1.090

Its total charge is 0. The value obtained for the orbital gap is 0.4616 Ha. For the largest force on an atom, the calculation gives 2.14 eV/Å. For the energy relative to the best compared isomer or geometry (same formula, charge and spin), the calculation gives 65.9 kJ/mol. The SMILES is CC.CC.

The Mulliken scheme yields these atomic charges, measured in e: atom 1 (C): -0.902, atom 2 (C): -0.708, atom 3 (H): 0.348, atom 4 (H): 0.203, atom 5 (H): 0.308, atom 6 (H): 0.226, atom 7 (H): 0.330, atom 8 (H): 0.219, atom 9 (C): -0.901, atom 10 (C): -0.619, atom 11 (H): 0.272, atom 12 (H): 0.285, atom 13 (H): 0.257, atom 14 (H): 0.284, atom 15 (H): 0.221, atom 16 (H): 0.175